Entry from the OMol25 dataset: a structure of composition C10H22BrCaCl3N6O2 (ωB97M-V/def2-TZVPD).

Results
- Total charge: +2
- ΔE to the lowest compared entry with this formula, charge and spin: 18.8 kJ/mol
- LUMO: -0.1823 hartree
- Calculated total energy: -5505.1154 a.u.
- Maximum force: 0.665 eV/Å
- Frontier orbital gap: 9.87 eV
- Spin multiplicity: 1
- HOMO: -14.832 eV

The geometry in XYZ format:
```
45
Properties=species:S:1:pos:R:3:mulliken_charge:R:1
Ca 1.164 0.585 0.574 1.741
N -1.319 -2.826 -0.478 0.040
C -1.437 -1.535 0.289 0.540
C -1.747 -1.780 1.752 -1.332
C -1.680 -0.457 2.519 -0.052
N -0.270 0.008 2.592 -0.539
C -2.572 0.596 1.864 -1.244
C -2.375 0.771 0.357 -0.096
N -1.088 1.461 0.068 -0.529
C -2.415 -0.580 -0.367 -1.184
H -0.847 -3.530 0.095 0.456
H -0.714 -2.674 -1.318 0.412
H -2.226 -3.200 -0.761 0.419
H -0.433 -1.148 0.202 -0.124
H -1.037 -2.494 2.179 0.556
H -2.751 -2.201 1.862 0.365
H -2.059 -0.641 3.527 0.376
H 0.299 -0.729 3.008 0.284
H -0.227 0.782 3.252 0.290
H -2.448 1.559 2.368 0.444
H -3.612 0.307 2.032 0.450
H -3.202 1.373 -0.024 0.334
H -1.120 2.369 0.530 0.304
H -1.051 1.674 -0.927 0.249
H -2.183 -0.445 -1.427 0.391
H -3.432 -0.978 -0.301 0.480
C 2.500 0.422 -4.755 -0.847
O 1.920 0.731 -3.469 -0.360
C 1.422 -0.222 -2.712 0.218
O 0.963 0.078 -1.600 -0.115
N 1.429 -1.481 -3.164 0.027
N 0.967 -2.527 -2.326 -0.714
H 2.839 1.371 -5.151 0.236
H 1.748 -0.005 -5.418 0.365
H 3.357 -0.242 -4.632 0.373
H 1.939 -1.731 -3.996 0.254
H 1.062 -3.381 -2.866 0.264
H 1.605 -2.589 -1.525 0.152
Cl 1.956 4.905 4.443 -0.060
C 3.003 4.526 3.081 0.880
Cl 3.102 5.867 1.950 -0.055
Cl 4.592 4.007 3.612 -0.047
C 2.382 3.386 2.360 -0.471
N 1.904 2.506 1.804 -0.548
Br 2.094 -1.886 0.897 -0.586
```